one.
Density functional theory data (ωB97M-V with the def2-TZVPD basis set) for an isolated molecule of C8H12N2.

Atoms and positions in Å:
C  -0.515  -1.274  1.331
C  -0.596  -0.473  0.030
C  -0.454  -1.519  -1.111
C  -1.886  0.188  -0.154
N  -2.927  0.501  -0.514
C  0.685  0.623  -0.020
C  0.279  1.600  -1.240
C  0.701  1.309  1.369
C  1.933  -0.103  -0.314
N  2.764  -0.841  -0.656
H  -0.905  -2.331  1.142
H  0.502  -1.233  1.630
H  -1.038  -0.855  2.174
H  -1.111  -2.394  -0.951
H  -0.852  -1.138  -2.154
H  0.587  -1.754  -1.070
H  0.374  0.968  -2.139
H  1.139  2.299  -1.393
H  -0.689  2.143  -1.141
H  0.997  0.551  2.028
H  1.352  2.121  1.493
H  -0.339  1.613  1.658

Its highest occupied orbital energy is -11.192 eV.

=====

two.
Density functional theory data (ωB97M-V with the def2-TZVPD basis set) for a cluster of 2 separate species, C8H12N2 in total.

Atoms and positions in Å:
C  0.277  0.045  2.155
C  0.469  0.185  0.638
C  1.073  1.564  0.185
C  1.430  -0.913  0.186
C  0.791  -1.804  -0.621
C  -0.594  -1.458  -0.537
C  -0.783  -0.190  -0.013
N  -1.953  0.487  0.059
H  -0.594  0.523  2.396
H  1.038  0.621  2.837
H  0.317  -0.982  2.471
H  0.245  2.298  0.359
H  1.374  1.618  -0.880
H  1.917  1.811  0.638
H  2.530  -0.750  0.105
H  1.091  -2.707  -1.133
H  -1.361  -2.157  -0.923
H  -2.775  -0.066  -0.168
H  -2.244  1.182  0.901
C  -0.814  0.292  -2.888
N  -0.833  -0.441  -3.730
H  -0.601  0.842  -2.037

Its highest occupied orbital energy is -7.463 eV.

=====

Which one sits at the bottom of the stability order? two does.

=====

one.
Density functional theory data (ωB97M-V with the def2-TZVPD basis set) for a cluster of 2 separate species, C2H2ClF in total.

Atoms and positions in Å:
C  0.837  0.127  0.015
C  -0.385  0.547  -0.030
F  -1.310  -1.864  0.014
Cl  -1.839  1.158  -0.005
H  1.710  0.910  -0.061
H  0.987  -0.878  0.067

Its highest occupied orbital energy (alpha / beta) is -9.402 / -9.196 eV.

=====

two.
Density functional theory data (ωB97M-V with the def2-TZVPD basis set) for an isolated molecule of C2H2ClF.

Atoms and positions in Å:
C  0.149  0.747  -0.160
C  -0.095  -0.531  0.105
F  -0.032  -1.005  1.463
Cl  -0.483  -1.884  -0.808
H  -0.075  1.237  -1.213
H  0.537  1.435  0.613

Its highest occupied orbital energy is -10.079 eV.

=====

Which one sits at the bottom of the stability order? one does.

=====

one.
Density functional theory data (ωB97M-V with the def2-TZVPD basis set) for a structure of composition C7H14N2O3.

Atoms and positions in Å:
C  -1.811  -0.769  -2.257
C  -0.990  -1.819  -1.777
C  -0.745  -0.953  0.840
C  -1.487  0.349  0.652
C  0.698  0.852  0.146
C  1.923  1.760  0.355
C  0.498  -0.267  1.321
H  -1.495  -0.866  -3.378
H  -2.882  -0.877  -2.457
H  -1.723  0.230  -1.663
H  0.637  -2.791  -0.514
H  -1.168  -1.565  1.739
H  -2.014  0.346  -0.295
H  -1.861  0.640  1.646
H  -0.532  2.102  1.282
H  0.644  0.472  -0.907
H  2.320  2.679  -0.499
H  2.832  1.190  0.343
H  2.949  2.378  2.050
H  0.053  -0.077  2.380
H  2.334  -1.274  0.251
N  -0.846  -1.866  -0.287
N  -0.525  1.543  0.410
O  -0.395  -2.767  -2.410
O  1.828  2.405  1.658
O  1.755  -1.055  1.374

Its highest occupied orbital energy is -8.813 eV.

=====

two.
Density functional theory data (ωB97M-V with the def2-TZVPD basis set) for a cluster of 2 separate species, C7H14N2O3 in total.

Atoms and positions in Å:
C  1.441  -0.841  1.630
C  -0.055  -0.958  1.847
C  -0.658  0.361  2.298
N  -0.628  -2.099  1.799
O  -0.184  -3.217  1.425
O  -2.032  -2.071  2.073
H  1.575  0.048  1.044
H  1.988  -0.807  2.625
H  1.884  -1.588  1.025
H  -0.402  1.058  1.464
H  -0.006  0.601  3.084
H  -1.815  0.506  2.502
H  -2.519  -2.900  1.813
C  0.519  0.766  -3.290
C  -0.004  0.698  -1.883
C  -1.041  -0.338  -1.521
N  0.452  1.432  -0.992
C  0.942  2.609  -0.778
O  0.812  3.579  -1.471
H  -0.271  0.531  -4.087
H  1.272  -0.045  -3.373
H  1.044  1.698  -3.541
H  -1.631  0.033  -0.584
H  -1.766  -0.523  -2.349
H  -0.454  -1.140  -1.032
H  1.538  2.608  0.271

Its highest occupied orbital energy is -8.742 eV.

=====

Which one sits at the bottom of the stability order? one does.

=====

one.
Density functional theory data (ωB97M-V with the def2-TZVPD basis set) for an isolated molecule of CH2Cl4P2.

Atoms and positions in Å:
Cl  -1.563  2.747  0.214
P  -1.267  1.479  -1.260
C  -0.472  0.113  -0.273
P  -2.209  -0.326  -0.064
Cl  -4.476  -0.221  -0.387
Cl  -2.518  -0.057  1.853
Cl  -2.149  -2.208  -0.689
H  0.289  -0.588  -0.755
H  -0.141  0.577  0.736

Its highest occupied orbital energy is -8.569 eV.

=====

two.
Density functional theory data (ωB97M-V with the def2-TZVPD basis set) for an isolated molecule of CH2Cl4P2.

Atoms and positions in Å:
C  -0.524  0.419  0.565
P  -1.994  -0.826  3.406
P  -0.112  -1.848  2.902
Cl  -1.721  -0.607  0.919
Cl  -1.197  0.932  3.734
Cl  0.418  -2.370  4.839
Cl  -0.804  -3.541  2.210
H  0.490  0.025  0.837
H  -1.009  1.400  0.473

Its highest occupied orbital energy (alpha / beta) is -8.519 / -7.740 eV.

=====

Which one sits at the bottom of the stability order? two does.

=====

one.
Density functional theory data (ωB97M-V with the def2-TZVPD basis set) for a cluster of 2 separate species, C7H5NO2 in total.

Atoms and positions in Å:
C  1.575  0.095  -1.189
C  1.527  -0.922  -0.316
C  0.440  0.769  -1.690
C  0.244  -1.506  0.201
C  -0.703  0.327  -1.114
C  -0.791  -0.684  -0.107
C  -1.905  -0.046  -0.658
N  -1.197  1.310  3.134
O  -0.009  0.975  3.411
O  -1.708  1.235  2.028
H  2.521  0.519  -1.486
H  2.418  -1.332  0.004
H  0.359  1.460  -2.449
H  0.131  -2.421  0.712
H  -2.903  0.222  -0.480

Its highest occupied orbital energy (alpha / beta) is -9.135 / -6.587 eV.

=====

two.
Density functional theory data (ωB97M-V with the def2-TZVPD basis set) for an isolated molecule of C7H5NO2.

Atoms and positions in Å:
C  -1.153  0.944  -0.079
C  -0.782  -0.633  -0.604
C  -0.898  -0.404  0.764
C  1.376  0.727  -0.051
C  2.402  -0.237  0.008
C  0.067  0.469  -0.947
C  0.053  0.703  0.932
N  3.741  -0.008  0.061
O  4.205  1.084  -0.080
O  4.408  -1.014  0.118
H  -1.956  1.617  -0.235
H  -1.388  -1.252  -1.332
H  -1.383  -0.995  1.444
H  1.501  1.803  -0.022
H  2.200  -1.256  -0.016

Its highest occupied orbital energy (alpha / beta) is -8.367 / -8.365 eV.

=====

Which one sits at the bottom of the stability order? two does.

=====

one.
Density functional theory data (ωB97M-V with the def2-TZVPD basis set) for an isolated molecule of C2H4OS.

Atoms and positions in Å:
C  -1.179  -0.129  0.077
O  0.138  -0.735  -0.025
C  1.200  0.090  -0.032
S  2.712  -0.295  0.027
H  -1.193  0.876  -0.478
H  -1.192  -0.042  1.114
H  -1.687  -0.887  -0.586
H  1.201  1.123  -0.096

Its highest occupied orbital energy is -8.677 eV.

=====

two.
Density functional theory data (ωB97M-V with the def2-TZVPD basis set) for an isolated molecule of C2H4OS.

Atoms and positions in Å:
C  0.753  -0.476  -0.139
C  -0.052  0.844  -0.103
O  0.314  1.954  -0.075
S  -1.781  0.459  -0.193
H  1.700  -0.482  0.542
H  0.080  -1.309  0.237
H  0.995  -0.746  -1.255
H  -2.009  -0.245  0.985

Its highest occupied orbital energy is -9.697 eV.

=====

Which one sits at the bottom of the stability order? one does.